Entry from the OMol25 dataset: C38H38CoN4O4P2S as an isolated structure (ωB97M-V/def2-TZVPD).

The HOMO energy (alpha / beta) comes out at -10.078 / -10.071 eV. As for the energy above the lowest of the compared OMol25 structures with the same formula, charge and spin: 43.9 kcal/mol. Its energy is -4454.1400 a.u. For the frontier orbital gap (alpha / beta), the calculation gives 4.48 / 4.44 eV. Its charge is +1. For the LUMO energy (alpha / beta), the calculation gives -5.6 / -5.6 eV.

Structure (XYZ):
```
88
Properties=species:S:1:pos:R:3:lowdin_charge:R:1
Co 0.23 0.31 1.18 0.270
C 0.81 -2.24 -5.71 -0.411
S 0.96 -3.94 -5.11 0.794
C 1.57 -3.61 -3.42 -0.500
C 0.41 -3.45 -2.45 -0.268
C 0.84 -2.74 -1.16 -0.313
N 1.09 -1.37 -1.47 -0.155
P 1.65 -0.26 -0.50 0.948
C 2.07 1.15 -1.56 -0.311
C 2.64 2.27 -0.97 -0.092
C 2.91 3.38 -1.74 -0.071
C 2.64 3.37 -3.10 -0.072
C 2.09 2.24 -3.69 -0.064
C 1.77 1.14 -2.91 -0.075
C 3.26 -0.68 0.27 -0.306
C 3.61 -0.22 1.53 -0.092
C 4.86 -0.52 2.04 -0.063
C 5.75 -1.28 1.29 -0.065
C 5.40 -1.73 0.03 -0.063
C 4.15 -1.43 -0.49 -0.074
P -1.94 -0.19 0.13 1.379
C -2.41 -1.20 -1.30 -0.419
C -2.97 -2.45 -1.09 -0.096
C -3.37 -3.23 -2.16 -0.059
C -3.18 -2.77 -3.45 -0.052
C -2.60 -1.53 -3.67 -0.066
C -2.21 -0.74 -2.60 -0.089
C -3.29 0.92 0.44 -0.377
C -4.43 0.96 -0.37 -0.046
C -5.38 1.94 -0.18 -0.043
C -5.21 2.89 0.82 -0.027
C -4.10 2.84 1.65 -0.047
C -3.15 1.86 1.47 -0.081
H 0.26 -2.27 -6.64 0.029
H 1.80 -1.84 -5.89 0.033
H 0.28 -1.64 -4.98 0.008
H 2.17 -2.70 -3.47 0.062
H 2.21 -4.45 -3.16 0.074
H -0.01 -4.43 -2.21 0.113
H -0.36 -2.84 -2.91 0.066
H 1.71 -3.24 -0.70 0.117
H 0.02 -2.82 -0.44 0.091
H 2.87 2.26 0.09 0.104
H 3.34 4.26 -1.28 0.111
H 2.87 4.23 -3.70 0.109
H 1.90 2.23 -4.75 0.108
H 1.31 0.26 -3.33 0.087
H 2.91 0.39 2.10 0.095
H 5.15 -0.14 3.01 0.110
H 6.72 -1.51 1.69 0.109
H 6.10 -2.30 -0.56 0.110
H 3.86 -1.76 -1.48 0.105
H -3.12 -2.81 -0.07 0.112
H -3.83 -4.19 -1.99 0.115
H -3.48 -3.38 -4.29 0.117
H -2.47 -1.16 -4.68 0.115
H -1.77 0.23 -2.75 0.095
H -4.55 0.22 -1.15 0.111
H -6.24 1.98 -0.83 0.119
H -5.96 3.66 0.96 0.120
H -3.98 3.56 2.45 0.117
H -2.28 1.81 2.13 0.092
O 0.57 -1.36 1.79 -0.227
N 0.32 -1.57 3.05 0.071
N -0.20 -0.58 3.64 -0.176
O -0.44 0.53 2.98 -0.135
C -0.56 -0.65 4.99 -0.174
C -0.99 0.50 5.64 -0.001
C -1.33 0.43 6.98 -0.061
C -1.24 -0.77 7.66 -0.065
C -0.82 -1.92 7.00 -0.062
C -0.48 -1.87 5.67 -0.007
H -1.04 1.43 5.09 0.114
H -1.67 1.33 7.48 0.111
H -1.50 -0.81 8.71 0.110
H -0.77 -2.86 7.53 0.112
H -0.14 -2.75 5.14 0.111
O 1.34 2.88 2.34 0.089
C 0.60 3.08 1.41 -0.489
C 0.10 4.41 0.88 -0.053
C -0.61 4.05 -0.42 -0.049
C -0.59 2.53 -0.43 -0.494
O -1.12 1.80 -1.25 0.017
N 0.10 2.07 0.63 0.003
H 0.92 5.11 0.75 0.128
H -0.59 4.83 1.62 0.129
H -0.09 4.41 -1.31 0.128
H -1.64 4.39 -0.47 0.126
```